The molecule C6H5N3O2 in a non-equilibrium geometry. Source: the OMol25 dataset; level of theory: the ωB97M-V functional and the def2-TZVPD basis.

**Orbital gap (alpha / beta)**: 8.4 / 8.4 eV
**HOMO energy (alpha / beta)**: -8.3 / -8.3 eV
**SMILES string**: [O-][n+]1ccnc2c1ON=CC2
**Multiplicity**: 1

XYZ file:
```
16
C6H5N3O2 (the ωB97M-V functional and the def2-TZVPD basis)
C -1.18064 -0.52150 1.87279
C -1.96793 0.55568 1.87160
C 0.10043 -0.04024 0.07439
C -1.02176 1.38744 -0.21112
C 0.61342 0.68528 -2.21564
C 1.18563 0.12700 -1.01727
N -0.11040 -0.80166 1.02451
N -0.33956 1.49996 -2.38075
N -1.99783 1.42415 0.71801
O -2.89324 2.34133 0.62370
O -1.14719 1.92838 -1.39171
H -1.20095 -1.23099 2.74341
H -2.66398 0.87015 2.58682
H 1.13424 0.53604 -3.18519
H 1.87161 0.93509 -0.41362
H 1.74572 -0.91330 -1.15892
```

For reference, the Löwdin charges in units of e are:
1. C -0.115
2. C 0.019
3. C -0.136
4. C -0.089
5. C -0.178
6. C -0.126
7. N 0.090
8. N 0.070
9. N -0.200
10. O -0.080
11. O 0.033
12. H 0.125
13. H 0.111
14. H 0.134
15. H 0.184
16. H 0.159

=====

A cluster of 2 separate species, C6H5N5 in total in a non-equilibrium geometry. Source: the OMol25 dataset; level of theory: the ωB97M-V functional and the def2-TZVPD basis.

**Orbital gap (alpha / beta)**: 3.7 / 3.6 eV
**HOMO energy (alpha / beta)**: -5.1 / -8.6 eV
**Multiplicity**: 3

XYZ file:
```
16
C6H5N5 (the ωB97M-V functional and the def2-TZVPD basis)
C -0.18967 1.33793 -0.95651
C 2.59192 -0.21850 0.30606
C 0.78639 -1.28109 -0.77778
C -0.89818 0.74103 0.13064
C 2.18102 -0.92056 -0.74369
C -2.08054 -0.07275 -0.22657
N 0.56075 1.83063 -1.65269
N 2.57358 0.34766 1.33115
N -0.27263 -1.59991 -1.08670
N -0.51286 0.98051 1.30589
N -2.86169 -0.44956 0.71437
H 2.86112 -1.30553 -1.48913
H -2.25668 -0.29573 -1.25301
H -1.11046 0.75533 2.13625
H 2.36582 1.21076 1.75819
H -3.73788 -1.06022 0.50353
```

For reference, the Löwdin charges in units of e are:
1. C -0.269
2. C -0.078
3. C -0.157
4. C -0.545
5. C 0.034
6. C -0.317
7. N 0.136
8. N 0.352
9. N 0.258
10. N 0.078
11. N 0.049
12. H 0.130
13. H 0.079
14. H 0.059
15. H 0.115
16. H 0.077

=====

A structure of composition C6H5NO in a non-equilibrium geometry. Source: the OMol25 dataset; level of theory: the ωB97M-V functional and the def2-TZVPD basis.

**Orbital gap**: 9.5 eV
**HOMO energy**: -9.0 eV
**Multiplicity**: 1

XYZ file:
```
13
C6H5NO (the ωB97M-V functional and the def2-TZVPD basis)
C 2.22844 -0.59178 -0.49570
C 0.95660 -0.27788 -0.20593
C -1.10438 -0.64293 0.72394
C -0.78777 0.85374 0.53921
C 0.38045 1.08993 0.00278
C -2.23765 -0.58644 -0.15805
H 2.86895 -1.62782 -0.42491
H 2.55882 0.62711 -1.10273
H -1.20351 -1.00490 1.72516
H -1.46572 1.67041 0.71180
H 0.89653 2.03328 -0.57304
N -3.12847 -0.27797 -0.98004
O 0.03774 -1.26476 0.23753
```

For reference, the Löwdin charges in units of e are:
1. C 0.040
2. C -0.400
3. C -0.304
4. C -0.069
5. C -0.028
6. C -0.119
7. H 0.116
8. H 0.162
9. H 0.155
10. H 0.120
11. H 0.179
12. N 0.160
13. O -0.013

=====

The molecule C6H5NO in a non-equilibrium geometry. Source: the OMol25 dataset; level of theory: the ωB97M-V functional and the def2-TZVPD basis.

**Orbital gap**: 8.3 eV
**HOMO energy**: -9.5 eV
**SMILES string**: C=C1C=NC=CC1=O
**Multiplicity**: 1

XYZ file:
```
13
C6H5NO (the ωB97M-V functional and the def2-TZVPD basis)
C -2.09390 -0.38502 0.57041
C -0.82932 -0.03292 0.15662
C -0.41296 1.30150 -0.32328
C 1.78107 0.61351 -0.55311
C 1.64639 -0.68542 -0.21205
C 0.28825 -1.01212 0.29936
H -2.90565 0.28118 0.59260
H -2.28552 -1.37075 0.98816
H -1.17034 2.03206 -0.50598
H 2.65427 1.03928 -0.96123
H 2.51873 -1.24268 -0.13429
N 0.74265 1.54402 -0.78449
O 0.06634 -2.08263 0.86726
```

For reference, the Löwdin charges in units of e are:
1. C 0.161
2. C -0.163
3. C -0.117
4. C -0.102
5. C 0.032
6. C -0.352
7. H 0.057
8. H 0.084
9. H 0.107
10. H 0.090
11. H 0.090
12. N 0.061
13. O 0.050

=====

The molecule C6H5NO in a non-equilibrium geometry. Source: the OMol25 dataset; level of theory: the ωB97M-V functional and the def2-TZVPD basis.

**Orbital gap**: 9.4 eV
**HOMO energy**: -9.3 eV
**SMILES string**: [H]/N=C(/O)C#CC#CC
**Multiplicity**: 1

XYZ file:
```
13
C6H5NO (the ωB97M-V functional and the def2-TZVPD basis)
C 1.70624 -1.99309 -2.65333
C 1.04936 -1.17226 -1.64843
C 0.50780 -0.48826 -0.80106
C -0.11679 0.27116 0.16282
C -0.70012 0.94832 0.98729
C -1.32719 1.81169 1.96192
N -1.00051 1.86911 3.19875
H 1.70910 -1.47854 -3.62426
H 2.74537 -2.19825 -2.36148
H 1.17939 -2.95065 -2.76815
O -2.60286 2.07262 1.67289
H -0.05564 1.52811 3.35647
H -3.09415 1.78004 2.51658
```

For reference, the Löwdin charges in units of e are:
1. C -0.097
2. C -0.057
3. C -0.041
4. C -0.022
5. C 0.075
6. C -0.519
7. N 0.149
8. H 0.085
9. H 0.085
10. H 0.086
11. O 0.035
12. H 0.061
13. H 0.161

=====

The molecule C6H5NO in a non-equilibrium geometry. Source: the OMol25 dataset; level of theory: the ωB97M-V functional and the def2-TZVPD basis.

**Orbital gap**: 8.5 eV
**HOMO energy**: -8.0 eV
**SMILES string**: c1cc2ccoc2[nH]1
**Multiplicity**: 1

XYZ file:
```
13
C6H5NO (the ωB97M-V functional and the def2-TZVPD basis)
C 2.07794 -0.17368 -0.03399
C 1.30906 1.08262 -0.11123
C -0.08936 0.64553 -0.24425
C -1.52456 0.89428 0.05828
C -2.21646 -0.22751 -0.05195
C 0.01385 -0.72546 -0.08124
H 3.19475 -0.11736 0.06028
H 1.56747 2.05456 0.17515
H -2.12673 1.76022 0.06378
H -3.27288 -0.42773 0.47230
H 1.12155 -2.37871 -0.29253
N 1.19244 -1.19454 0.14094
O -1.24707 -1.19220 -0.15555
```

For reference, the Löwdin charges in units of e are:
1. C -0.125
2. C 0.011
3. C -0.120
4. C -0.043
5. C -0.128
6. C -0.405
7. H 0.112
8. H 0.066
9. H 0.084
10. H 0.175
11. H 0.306
12. N 0.058
13. O 0.009

=====

A structure of composition C6H5NO in a non-equilibrium geometry. Source: the OMol25 dataset; level of theory: the ωB97M-V functional and the def2-TZVPD basis.

**Orbital gap**: 10.3 eV
**HOMO energy**: -9.5 eV
**Multiplicity**: 1

XYZ file:
```
13
C6H5NO (the ωB97M-V functional and the def2-TZVPD basis)
C -0.84563 1.47169 1.12862
C 0.60571 0.27845 0.51904
C 1.49126 -0.66250 0.01481
C 0.93093 -1.41754 -1.02736
C -1.15275 -0.41314 -0.95966
C -0.70314 0.39861 0.07675
H -0.99119 2.51608 0.85333
H -1.48236 1.21992 1.99704
H 2.50405 -0.78924 0.32087
H 1.56154 -2.16473 -1.53517
H -2.16905 -0.35672 -1.37512
N -0.32376 -1.32488 -1.48142
O 0.57438 1.24398 1.46828
```

For reference, the Löwdin charges in units of e are:
1. C -0.046
2. C -0.270
3. C 0.027
4. C -0.147
5. C -0.093
6. C -0.107
7. H 0.124
8. H 0.132
9. H 0.101
10. H 0.110
11. H 0.113
12. N 0.036
13. O 0.021

=====

The molecule C6H5NO in a non-equilibrium geometry. Source: the OMol25 dataset; level of theory: the ωB97M-V functional and the def2-TZVPD basis.

**Orbital gap**: 9.4 eV
**HOMO energy**: -8.8 eV
**SMILES string**: O=C=NC1C=CC=C1
**Multiplicity**: 1

XYZ file:
```
13
C6H5NO (the ωB97M-V functional and the def2-TZVPD basis)
C -2.16205 -0.00676 -0.00733
C 0.55165 0.89762 -0.72435
C -0.08419 0.90325 0.63967
C 1.16122 -0.24183 -0.99009
C 0.32116 -0.49667 1.15075
C 0.95910 -1.11394 0.13242
N -1.44397 0.89099 0.27306
O -2.99913 -0.63940 -0.46431
H 0.40349 1.69857 -1.50591
H 0.29473 1.64926 1.21872
H 1.67949 -0.68456 -1.93710
H -0.08612 -0.69068 2.14962
H 1.40462 -2.16585 0.06485
```

For reference, the Löwdin charges in units of e are:
1. C -0.351
2. C -0.076
3. C -0.306
4. C -0.115
5. C -0.028
6. C -0.111
7. N 0.160
8. O 0.195
9. H 0.134
10. H 0.114
11. H 0.142
12. H 0.116
13. H 0.126

=====

Respective energy relative to the best compared isomer or geometry (same formula, charge and spin) values: 155.2, 23.3, 88.7, 14.7, 60.5, 74.6, 9.6, 23.6 kcal per mole.